[1]
{"formula": "C35H43ClGaN2Si2", "method": "ωB97M-V/def2-TZVPD", "e_above_lowest_kj_mol": 0.0, "lumo_energy_ev": [-5.1, -5.2], "total_charge": 1, "orbital_gap_ha": [0.187, 0.186], "species": ["Ga", "Cl", "Si", "Si", "N", "N", "C", "C", "C", "C", "C", "C", "C", "C", "C", "C", "C", "C", "C", "C", "C", "C", "C", "C", "C", "C", "C", "C", "C", "C", "C", "C", "C", "C", "C", "C", "C", "C", "C", "C", "C", "H", "H", "H", "H", "H", "H", "H", "H", "H", "H", "H", "H", "H", "H", "H", "H", "H", "H", "H", "H", "H", "H", "H", "H", "H", "H", "H", "H", "H", "H", "H", "H", "H", "H", "H", "H", "H", "H", "H", "H", "H", "H", "H"], "positions_angstrom": [[0.756, -2.131, 1.289], [-1.815, 1.065, 2.458], [-0.797, 1.078, 0.472], [-1.603, 3.181, 0.020], [-0.760, -3.821, 0.890], [0.589, -3.087, 3.374], [2.841, 2.387, -1.448], [-3.249, -0.714, -2.460], [3.738, -3.202, 0.997], [0.641, 4.575, 1.110], [-0.466, -4.549, -0.349], [-0.334, 4.537, 0.091], [1.813, 6.285, -0.132], [-0.611, -3.940, 3.369], [-0.536, -0.669, -1.846], [-3.998, 3.229, -3.990], [1.545, 1.869, -1.296], [3.285, 1.954, 0.874], [1.093, 1.448, -0.032], [0.477, -1.991, 4.342], [-1.439, 0.017, -1.016], [-1.928, 2.961, -2.764], [0.785, 6.320, -1.076], [3.187, -4.051, 0.005], [3.712, 2.426, -0.365], [-2.579, 3.313, -1.574], [-2.809, -0.042, -1.306], [-0.301, 5.458, -0.962], [-2.336, -1.368, -3.298], [-3.961, 3.621, -1.590], [-2.645, 2.891, -3.959], [2.968, -1.881, -0.726], [1.752, 5.401, 0.954], [2.710, -3.233, -1.059], [3.602, -1.859, 0.554], [-2.063, -3.143, 0.787], [1.986, 1.472, 1.042], [1.781, -3.892, 3.692], [-0.978, -1.372, -2.970], [-0.699, -4.724, 2.053], [-4.657, 3.604, -2.810], [-3.535, 0.500, -0.679], [0.550, 3.916, 1.983], [-2.853, -3.906, 0.698], [0.880, 1.909, -2.164], [-4.535, 3.210, -4.941], [2.273, -3.588, -1.990], [-2.145, 2.586, -4.877], [2.666, -3.249, 3.683], [1.643, -4.345, 4.694], [0.842, 7.016, -1.911], [-5.719, 3.876, -2.849], [-0.286, -0.271, 1.095], [-2.068, -2.497, -0.104], [2.572, 5.344, 1.678], [-0.275, -1.901, -3.616], [2.665, 6.958, -0.227], [-0.535, -4.677, 4.202], [-1.626, -5.340, 2.057], [-2.506, 3.404, 1.196], [0.469, -5.113, -0.227], [3.967, 2.012, 1.723], [0.537, -0.644, -1.644], [0.171, -5.396, 1.958], [-4.483, 3.822, -0.644], [1.940, -4.691, 2.945], [-1.083, 5.461, -1.712], [0.412, -2.417, 5.348], [1.625, 1.198, 2.038], [1.373, -1.373, 4.276], [-2.254, -2.529, 1.677], [-2.699, -1.879, -4.196], [3.982, -0.970, 1.052], [-0.349, -3.829, -1.173], [3.174, 2.797, -2.403], [3.171, -5.140, 0.039], [-0.403, -1.373, 4.120], [-4.320, -0.720, -2.712], [2.798, -1.016, -1.354], [4.713, 2.849, -0.461], [-1.508, -3.318, 3.496], [-0.877, 2.682, -2.754], [-1.291, -5.249, -0.567], [4.231, -3.530, 1.906]]}


[2]
{"formula": "C8H11NO4", "method": "ωB97M-V/def2-TZVPD", "e_above_lowest_kj_mol": 649.1, "smiles": "C#CCCC[C@H](C=O)/C(O)=[N+](\\[O-])O", "lumo_energy_ev": 0.3, "total_charge": 0, "orbital_gap_ha": 0.331, "species": ["O", "O", "O", "O", "N", "C", "C", "C", "C", "C", "C", "C", "C", "H", "H", "H", "H", "H", "H", "H", "H", "H", "H", "H"], "positions_angstrom": [[0.588, 2.636, -0.053], [-0.525, 2.820, 1.906], [3.088, -0.371, -0.630], [-0.586, 0.147, 2.273], [0.137, 2.013, 0.950], [0.184, 0.776, 1.359], [0.703, -1.626, 0.484], [-1.606, -0.117, -1.647], [-1.446, -1.314, -0.747], [-1.578, 0.810, -2.427], [-0.097, -2.081, -0.730], [0.877, -0.055, 0.383], [2.280, 0.393, -0.089], [1.699, -2.116, 0.356], [-1.562, -0.875, 0.244], [0.493, -1.865, -1.652], [-0.748, 3.683, 1.507], [-2.315, -1.880, -0.991], [-1.141, 0.823, 2.604], [-0.190, -3.214, -0.650], [0.479, 0.120, -0.657], [0.222, -1.978, 1.407], [-1.394, 1.703, -2.893], [2.436, 1.567, -0.306]]}


[3]
{"formula": "C3H2S2", "method": "ωB97M-V/def2-TZVPD", "e_above_lowest_kj_mol": 43.6, "smiles": "C#CC(=S)S", "lumo_energy_ev": -1.0, "total_charge": 0, "orbital_gap_ha": 0.296, "species": ["S", "S", "C", "C", "C", "H", "H"], "positions_angstrom": [[-0.080, 1.657, -0.024], [-2.306, -0.462, -0.025], [1.487, -1.205, -0.069], [0.398, -0.786, 0.001], [-0.744, 0.062, -0.002], [2.421, -1.651, 0.120], [-1.177, 2.385, -0.002]]}


Number 1: maximum force 2.8 eV/A, calculated total energy -4432.6388 hartree, molar mass 653.09 g mol⁻¹. Number 2: maximum force 3.4 eV/A, calculated total energy -666.9028 hartree, molar mass 185.18 g mol⁻¹. Number 3: maximum force 3.3 eV/A, calculated total energy -911.7885 hartree, molar mass 102.18 g mol⁻¹.